19
Properties=species:S:1:pos:R:3 method="wB97M-V/def2-TZVPD" lumo_energy_ev="0.44 / 0.44" e_above_lowest_kcal_mol=167.27 total_charge=0 homo_lumo_gap_ev="7.453 / 7.454"
C -0.557 0.264 -0.725
C 1.320 0.397 -0.051
C -0.519 -1.233 -0.739
C 2.319 1.491 -0.064
C -1.658 0.727 0.301
N 1.590 -0.915 0.179
N 0.513 -1.825 0.135
O -2.890 0.816 -0.387
O -1.868 -0.091 1.334
H -1.499 -1.716 -0.679
H -0.152 -1.538 -1.739
H 2.012 2.426 0.409
H 2.562 1.787 -1.019
H 3.262 1.019 0.303
H -1.436 1.737 0.678
H 2.504 -1.377 0.362
H 0.081 -1.956 1.059
H -2.775 0.028 -1.025
H -2.808 -0.042 1.665

19
Properties=species:S:1:pos:R:3 method="wB97M-V/def2-TZVPD" lumo_energy_ev=0.46 e_above_lowest_kcal_mol=22.63 total_charge=0 homo_lumo_gap_ev=10.091
C -0.001 -0.902 2.484
C -0.370 -0.086 1.258
N 0.505 1.055 0.998
C -0.315 1.365 -1.075
O 0.420 2.178 -1.638
N -0.096 -0.009 -1.165
C -0.454 -0.885 -0.074
C 0.426 -2.080 -0.075
N 1.125 -3.000 -0.085
H 1.062 -1.185 2.471
H -0.187 -0.312 3.391
H -0.620 -1.808 2.541
H -1.377 0.331 1.391
H 1.477 0.865 1.233
H 0.221 -0.374 -2.053
H -1.485 -1.245 -0.198
O -1.650 1.629 -0.936
H 0.174 1.908 1.440
H -1.750 2.586 -0.883

18
Properties=species:S:1:pos:R:3 method="wB97M-V/def2-TZVPD" lumo_energy_ev="-14.98 / -16.99" multiplicity=6 total_charge=+3 homo_lumo_gap_ev="7.797 / 5.127"
C 2.276 0.322 0.626
C 1.293 -0.243 -0.391
C 0.211 -1.150 0.288
Cl 0.651 -2.795 0.243
B -1.237 -1.082 -0.460
P -2.295 0.622 -0.538
O -1.389 1.877 0.127
O -3.440 0.435 0.481
H 2.375 -0.318 1.492
H 3.249 0.488 0.185
H 1.934 1.282 0.992
H 0.731 0.617 -0.814
H 1.775 -0.755 -1.218
H 0.032 -0.831 1.317
H -1.734 -2.022 -0.979
H -0.777 2.334 -0.464
H -3.153 0.035 1.322
Dy -0.502 1.184 -2.210

21
Properties=species:S:1:pos:R:3 method="wB97M-V/def2-TZVPD" lumo_energy_ev="-6.41 / -6.41" e_above_lowest_kcal_mol=118.65 total_charge=+1 homo_lumo_gap_ev="6.413 / 6.414"
C 0.722 2.229 0.229
C 0.921 0.878 0.138
C -0.575 2.798 0.039
C -1.714 2.088 -0.217
C -1.508 -2.060 -0.186
C -0.255 0.008 0.059
C -0.236 -1.336 0.051
C -1.624 0.613 -0.368
C 0.972 -2.239 0.168
N -2.670 -1.603 -0.089
N -2.806 -0.122 0.084
O -3.806 0.424 0.351
H 1.677 2.757 0.418
H 1.813 0.393 0.023
H -0.775 3.861 0.246
H -2.692 2.554 -0.470
H -1.355 -3.146 -0.449
H -1.572 0.240 -1.469
H 0.909 -3.106 -0.530
H 1.071 -2.879 1.141
H 1.975 -1.637 -0.011

17
Properties=species:S:1:pos:R:3 method="wB97M-V/def2-TZVPD" lumo_energy_ev="-4.51 / -8.28" e_above_lowest_kcal_mol=19.59 multiplicity=2 total_charge=+1 homo_lumo_gap_ev="9.849 / 6.068"
C -0.029 -1.960 -0.260
C -0.780 -0.665 -0.448
C -0.918 0.011 -1.646
N -1.296 -0.156 0.696
H 0.689 -1.956 -1.081
H -0.692 -2.792 -0.439
H 0.528 -1.967 0.665
H -1.527 0.927 -1.687
H -0.280 -0.055 -2.514
H -1.669 -0.772 1.415
H -1.703 0.773 0.656
H 1.154 0.331 1.660
H 1.556 1.605 2.160
O 1.962 0.759 1.921
H 0.287 1.739 -0.122
H 1.668 1.862 -0.790
O 1.048 2.316 -0.188

52
Properties=species:S:1:pos:R:3 method="wB97M-V/def2-TZVPD" lumo_energy_ev="0.02 / -0.05" e_above_lowest_kcal_mol=0.00 multiplicity=5 total_charge=0 homo_lumo_gap_ev="5.060 / 6.979"
C 1.085 2.422 2.299
C 0.147 2.544 1.250
C -1.146 2.362 1.793
H 0.362 2.737 0.213
C -1.004 2.130 3.181
C 0.372 2.166 3.497
H 0.804 2.026 4.474
H 2.155 2.505 2.205
H -2.064 2.373 1.231
H -1.807 1.951 3.878
Cr 0.013 0.422 2.070
C -1.481 -3.394 -3.370
H -2.178 -3.399 -2.537
H -1.764 -2.616 -4.074
H -0.478 -3.200 -3.001
Si -0.068 -0.461 -0.284
C 1.599 -0.476 -1.199
C 2.392 0.674 -1.252
H 2.040 1.582 -0.777
C 3.631 0.677 -1.878
H 4.221 1.584 -1.908
C 4.118 -0.488 -2.458
H 5.087 -0.493 -2.940
C 3.349 -1.643 -2.419
H 3.718 -2.553 -2.874
C 2.104 -1.630 -1.803
H 1.512 -2.538 -1.789
C -1.221 0.605 -1.361
C -0.820 1.129 -2.592
H 0.144 0.852 -3.000
C -1.634 1.993 -3.314
H -1.295 2.381 -4.266
C -2.883 2.349 -2.825
H -3.520 3.020 -3.386
C -3.305 1.837 -1.604
H -4.280 2.105 -1.213
C -2.481 0.985 -0.885
H -2.825 0.611 0.072
H -0.562 -1.873 -0.529
H -1.504 -4.359 -3.867
N 1.483 -0.752 2.702
C 0.611 -1.930 3.040
C -0.739 -1.457 3.621
N -1.533 -0.683 2.634
H 1.871 -1.533 2.131
H 2.217 -0.380 3.348
H 0.294 -2.607 2.181
H 1.121 -2.563 3.811
H -1.315 -2.323 4.040
H -0.510 -0.798 4.488
H -2.374 -0.272 3.098
H -1.662 -1.602 2.152

51
Properties=species:S:1:pos:R:3 method="wB97M-V/def2-TZVPD" lumo_energy_ev=0.86 e_above_lowest_kcal_mol=5.24 total_charge=0 homo_lumo_gap_ev=9.745
C -6.589 -0.606 0.268
C -5.347 0.106 -0.252
C -4.494 -0.811 -1.125
C -3.232 -0.114 -1.627
H -3.481 0.808 -2.157
H -2.671 -0.786 -2.285
O -2.389 0.293 -0.552
C -1.555 -0.657 -0.065
O -1.441 -1.762 -0.542
N -0.882 -0.219 1.027
C -1.034 1.133 1.518
H -0.590 1.178 2.513
H -2.100 1.368 1.582
C -0.368 2.192 0.631
H -0.658 2.028 -0.415
O 1.030 2.107 0.776
C 1.771 2.800 -0.199
H 1.770 3.878 0.019
H 1.339 2.643 -1.197
C 3.203 2.268 -0.204
H 3.890 3.056 -0.548
H 3.478 1.983 0.820
O 3.274 1.166 -1.080
C 4.563 0.597 -1.205
H 5.322 1.387 -1.137
C 4.874 -0.516 -0.182
O 4.612 -1.807 -0.688
C 3.244 -2.128 -0.842
C 2.585 -2.662 0.442
O 2.474 -1.725 1.495
C 1.539 -0.688 1.296
C 0.095 -1.101 1.630
H -0.055 -1.122 2.713
H -0.097 -2.099 1.230
H 1.855 0.124 1.956
H 1.568 -0.319 0.267
H 1.601 -3.070 0.173
H 3.206 -3.461 0.852
H 3.214 -2.930 -1.586
H 2.691 -1.269 -1.234
H 4.320 -0.340 0.746
H 5.944 -0.520 0.037
H 4.604 0.161 -2.208
H -0.722 3.190 0.934
H -5.069 -1.143 -1.991
H -4.198 -1.695 -0.556
H -5.645 0.981 -0.834
H -4.747 0.457 0.590
H -6.311 -1.471 0.866
H -7.183 0.063 0.887
H -7.207 -0.947 -0.559

15
Properties=species:S:1:pos:R:3 method="wB97M-V/def2-TZVPD" lumo_energy_ev=0.92 e_above_lowest_kcal_mol=69.42 total_charge=0 homo_lumo_gap_ev=9.324
C -0.401 0.257 0.668
C -1.497 0.335 0.093
C 0.888 0.403 1.261
C 1.890 -0.752 -0.732
C 1.777 -0.583 0.675
C -2.601 0.174 -0.848
S 1.103 -2.178 0.128
H 1.366 1.373 0.930
H 0.976 0.396 2.272
H 1.025 -0.222 -1.275
H 2.650 -0.903 -1.324
H 2.692 -0.738 1.355
H -2.837 -0.839 -1.041
H -2.083 0.509 -1.754
H -3.452 0.848 -0.690

83
Properties=species:S:1:pos:R:3 method="wB97M-V/def2-TZVPD" lumo_energy_ev="3.83 / 3.83" multiplicity=6 total_charge=-2 homo_lumo_gap_ev="6.980 / 7.067"
Mn -0.763 0.699 -0.321
C -2.232 0.570 4.183
C -1.300 0.901 3.029
O -1.495 0.317 1.963
C -0.246 1.866 3.236
C -0.013 2.450 4.495
C 0.990 3.363 4.698
C 1.812 3.736 3.617
C 1.617 3.204 2.375
C 0.599 2.230 2.127
O 0.494 1.725 0.971
H -2.948 -0.172 3.838
H -2.768 1.464 4.505
H -1.673 0.173 5.031
H -0.627 2.157 5.338
H 1.157 3.794 5.677
H 2.616 4.446 3.780
H 2.250 3.462 1.534
O -4.636 2.506 -0.729
C -3.455 2.165 -0.675
O -2.981 0.990 -0.600
C -2.395 3.269 -0.709
C -2.742 4.593 -0.391
C -1.769 5.551 -0.364
C -0.444 5.194 -0.698
C 0.623 6.118 -0.703
C 1.880 5.726 -1.077
C 2.117 4.400 -1.484
C 1.104 3.481 -1.481
C -0.193 3.847 -1.064
N -1.174 2.899 -1.034
H -3.780 4.814 -0.187
H -1.998 6.578 -0.105
H 0.424 7.140 -0.401
H 2.696 6.438 -1.058
H 3.110 4.095 -1.786
H 1.286 2.456 -1.774
O -0.748 -1.502 -0.031
S -0.679 -2.399 1.155
C 0.091 -3.890 0.459
C 0.475 -4.937 1.284
C 1.034 -6.069 0.715
C 1.192 -6.150 -0.664
C 0.801 -5.098 -1.477
C 0.246 -3.957 -0.913
C 0.794 -1.930 2.102
C 1.865 -1.390 1.413
C 2.964 -0.928 2.120
C 2.986 -1.023 3.505
C 1.916 -1.590 4.185
C 0.809 -2.043 3.482
H 0.345 -4.866 2.358
H 1.346 -6.892 1.347
H 1.617 -7.043 -1.105
H 0.913 -5.160 -2.551
H -0.070 -3.123 -1.528
H 1.834 -1.314 0.333
H 3.784 -0.482 1.572
H 3.835 -0.643 4.060
H 1.935 -1.660 5.266
H -0.044 -2.464 4.004
F 2.872 0.760 -2.838
B 2.680 0.236 -1.560
F 1.244 0.209 -1.314
F 3.151 -1.070 -1.451
F 3.277 1.057 -0.598
N -1.162 0.287 -2.807
C -1.352 -1.023 -3.321
C -0.648 -1.471 -4.436
C -0.851 -2.757 -4.918
C -1.751 -3.599 -4.290
C -2.450 -3.161 -3.176
C -2.255 -1.877 -2.691
S -2.048 -5.247 -4.953
O -0.719 -5.822 -5.149
O -2.766 -4.998 -6.201
O -2.844 -5.930 -3.937
H -0.547 0.850 -3.376
H -2.038 0.751 -2.601
H 0.065 -0.810 -4.917
H -0.319 -3.118 -5.789
H -3.141 -3.849 -2.708
H -2.783 -1.513 -1.816

26
Properties=species:S:1:pos:R:3 method="wB97M-V/def2-TZVPD" lumo_energy_ev=0.10 e_above_lowest_kcal_mol=93.90 total_charge=0 homo_lumo_gap_ev=7.342
C -1.650 0.657 0.396
C -1.042 -1.867 -0.126
C -1.747 2.030 -0.238
C -0.657 -0.502 -0.691
O -0.925 -0.269 -1.885
H -1.485 0.681 1.478
H -2.581 0.109 0.252
H -0.866 -1.952 0.947
H -0.508 -2.652 -0.663
H -2.105 -2.028 -0.296
H -1.904 1.926 -1.313
H -0.835 2.619 -0.110
H -2.576 2.611 0.175
C 2.004 -1.210 -0.472
C 1.089 0.002 -0.343
N 1.435 1.050 -1.274
N 0.913 -0.161 2.113
C 0.868 0.549 0.974
H 2.416 1.281 -1.349
H 0.858 0.921 -2.106
H 1.154 -1.139 2.072
H 0.781 0.305 2.998
H 0.682 1.609 1.062
H 3.054 -0.911 -0.462
H 1.835 -1.974 0.289
H 1.790 -1.687 -1.430

95
Properties=species:S:1:pos:R:3 method="wB97M-V/def2-TZVPD" lumo_energy_ev=0.03 e_above_lowest_kcal_mol=9.14 total_charge=0 homo_lumo_gap_ev=6.784
Cs -0.751 -1.172 -0.376
N 2.836 -0.230 -0.821
C 2.894 0.524 0.337
C 3.943 1.373 0.694
C 3.866 2.025 1.914
C 2.776 1.815 2.748
C 1.798 0.934 2.312
N 1.845 0.307 1.144
C 3.322 -0.053 -2.102
C 4.162 0.983 -2.510
C 4.521 1.045 -3.844
C 4.056 0.090 -4.733
C 3.223 -0.895 -4.228
N 2.856 -0.973 -2.956
H 2.176 -0.997 -0.769
H 4.827 1.474 0.083
H 4.672 2.681 2.215
H 2.680 2.307 3.705
H 0.928 0.724 2.927
H 4.498 1.753 -1.834
H 5.160 1.851 -4.181
H 4.312 0.108 -5.783
H 2.818 -1.659 -4.884
C -1.392 -4.400 2.933
C -2.424 -3.391 3.343
C -3.281 -3.664 4.430
C -4.213 -2.744 4.795
C -4.314 -1.531 4.091
C -5.240 -0.500 4.392
Br -6.467 -0.694 5.830
C -5.260 0.648 3.662
C -4.373 0.829 2.596
Br -4.420 2.463 1.622
C -3.427 -0.117 2.207
O -2.614 0.004 1.241
C -3.418 -1.341 3.013
N -2.501 -2.267 2.657
H -1.232 -5.152 3.706
H -0.449 -3.898 2.739
H -1.696 -4.916 2.020
H -3.183 -4.601 4.963
H -4.881 -2.928 5.626
H -5.965 1.431 3.906
C -3.390 3.872 -2.964
C -4.277 2.735 -3.470
C -4.410 1.567 -2.494
C -3.124 0.826 -2.156
N -2.327 1.491 -1.144
C -1.076 1.959 -1.295
S -0.076 1.478 -2.579
N -0.641 2.730 -0.280
C 0.683 3.313 -0.169
C 0.681 4.797 -0.504
C 0.316 5.099 -1.952
C 0.291 6.593 -2.244
H -3.450 4.742 -3.620
H -2.342 3.572 -2.912
H -3.703 4.188 -1.966
H -3.902 2.367 -4.430
H -5.282 3.118 -3.666
H -5.105 0.827 -2.903
H -4.864 1.917 -1.561
H -2.486 0.684 -3.029
H -3.392 -0.166 -1.769
H -2.765 1.510 -0.223
H -1.315 2.973 0.433
H 1.338 2.764 -0.851
H 1.049 3.153 0.846
H 1.677 5.191 -0.276
H -0.011 5.323 0.166
H -0.661 4.658 -2.179
H 1.023 4.591 -2.613
H -0.439 7.103 -1.611
H 0.028 6.796 -3.282
H 1.265 7.049 -2.052
C 0.929 -4.272 -0.076
C 1.495 -5.601 0.494
N 2.869 -5.400 0.961
C 2.870 -4.373 2.002
C 2.317 -3.043 1.440
N 1.929 -3.209 0.031
C 3.122 -3.602 -0.732
C 3.687 -4.935 -0.160
H 0.040 -3.960 0.479
H 0.646 -4.366 -1.128
H 1.494 -6.392 -0.258
H 0.894 -5.947 1.335
H 3.889 -4.257 2.377
H 2.254 -4.731 2.831
H 3.046 -2.237 1.494
H 1.437 -2.713 1.998
H 3.857 -2.800 -0.667
H 2.838 -3.694 -1.779
H 4.709 -4.810 0.200
H 3.698 -5.720 -0.918

8
Properties=species:S:1:pos:R:3 method="wB97M-V/def2-TZVPD" lumo_energy_ev=-0.79 e_above_lowest_kcal_mol=93.77 total_charge=0 homo_lumo_gap_ev=9.049
C 0.150 0.979 -0.042
C 0.670 -0.426 0.397
N -1.137 0.892 -0.685
N -1.611 -0.258 -0.619
O 0.696 2.022 0.131
O -1.019 -1.228 -0.155
Cl 1.858 -1.302 -0.358
H 0.392 -0.680 1.330